Entry 1:
DFT (ωB97M-V/def2-TZVPD) results for a structure of composition C17H40NbO7S4 at a distorted geometry.

Geometry (Å):
C  2.476  1.544  0.922
C  2.249  1.764  -0.718
C  0.997  2.828  -1.030
O  -0.238  2.041  -0.866
Nb  -1.880  3.224  -0.271
S  -0.769  3.930  1.901
C  -2.676  1.355  0.857
C  -2.171  -0.063  0.129
H  3.523  1.986  1.288
H  2.534  0.360  1.068
H  1.569  1.943  1.557
H  1.882  0.718  -1.160
H  3.259  2.089  -1.211
H  1.072  3.287  -2.129
H  1.113  3.727  -0.289
H  -1.308  4.697  -1.163
H  -3.330  4.231  0.263
H  -2.879  2.716  -1.736
H  -0.355  5.273  1.628
H  -3.843  1.367  0.981
H  -2.148  1.354  1.914
H  -1.988  0.089  -1.037
H  -1.158  -0.410  0.655
H  -3.007  -0.886  0.345
C  0.536  -2.235  -4.601
C  1.476  -3.439  -4.650
C  2.588  -3.194  -3.630
S  1.882  -2.151  -2.363
O  2.554  -0.869  -2.396
O  1.734  -2.917  -1.142
C  0.282  -1.969  -3.125
H  -0.395  -2.425  -5.142
H  1.024  -1.366  -5.061
H  0.921  -4.345  -4.380
H  1.887  -3.591  -5.653
H  2.934  -4.128  -3.181
H  3.431  -2.661  -4.078
H  -0.114  -0.971  -2.930
H  -0.380  -2.728  -2.697
C  4.110  2.135  5.352
C  4.741  1.009  4.534
C  5.782  1.641  3.612
S  6.352  3.118  4.440
O  5.949  4.268  3.659
O  7.719  2.920  4.881
C  5.270  2.984  5.849
H  3.511  1.747  6.182
H  3.453  2.734  4.711
H  5.230  0.297  5.210
H  3.990  0.455  3.962
H  6.628  0.970  3.442
H  5.343  1.936  2.655
H  4.964  3.978  6.181
H  5.819  2.473  6.646
C  -6.737  -2.975  -0.068
C  -6.537  -1.676  -0.847
C  -5.380  -1.898  -1.819
S  -5.365  -3.646  -2.189
O  -4.145  -4.218  -1.660
O  -5.786  -3.847  -3.561
C  -6.710  -4.087  -1.106
H  -7.676  -2.971  0.493
H  -5.916  -3.108  0.646
H  -7.450  -1.443  -1.408
H  -6.337  -0.831  -0.181
H  -5.517  -1.332  -2.744
H  -4.420  -1.640  -1.364
H  -6.534  -5.073  -0.674
H  -7.629  -4.094  -1.700

Cartesian forces, eV/Å:
C 0.214 -0.986 -0.516
C -1.012 -0.207 0.332
C 1.579 -0.734 -0.272
O 0.046 3.055 0.143
Nb 2.079 -2.826 0.833
S 0.324 1.855 -0.468
C -0.241 -1.135 0.430
C -0.225 0.173 0.498
H -2.424 -0.733 -0.737
H -0.073 2.546 -0.070
H 1.899 -0.624 -1.316
H 1.047 2.667 0.938
H -1.937 -0.577 0.808
H -0.182 -1.165 2.233
H -0.532 -1.605 -1.163
H -0.270 0.522 -0.341
H 0.186 -0.218 -0.418
H -0.065 0.384 0.363
H -0.656 -1.764 0.254
H 2.163 -0.210 -0.006
H -1.292 0.114 -1.827
H -0.424 -0.530 2.537
H -2.208 0.706 -1.392
H 1.886 1.483 -0.674
C -0.017 0.124 -0.224
C -0.118 -0.265 -0.247
C 0.416 -0.476 -0.447
S -0.342 0.080 0.522
O 0.023 -0.749 0.045
O 0.359 0.465 -0.308
C -0.493 0.119 -0.235
H 0.126 0.055 0.093
H -0.100 -0.070 0.076
H 0.065 0.138 -0.026
H -0.040 -0.010 0.152
H 0.021 0.278 0.082
H -0.127 0.011 0.184
H 0.145 -0.074 0.196
H 0.125 0.112 0.039
C -0.298 0.035 -0.080
C -0.167 -0.342 0.076
C -0.106 -0.546 -0.400
S 0.177 0.130 -0.005
O 0.433 -0.279 0.292
O -0.245 0.351 -0.269
C -0.353 0.019 0.469
H 0.069 0.084 -0.123
H 0.071 -0.067 0.115
H -0.046 0.097 -0.072
H 0.140 0.107 0.051
H -0.035 0.293 -0.028
H 0.116 0.073 0.174
H 0.198 -0.041 -0.120
H 0.018 0.100 -0.138
C 0.041 0.050 0.269
C -0.234 0.278 0.113
C 0.095 0.643 0.036
S 0.044 0.061 -0.232
O -0.325 -0.024 -0.420
O 0.400 -0.202 0.306
C -0.414 -0.240 0.380
H 0.136 -0.024 -0.060
H -0.117 -0.019 -0.089
H 0.110 -0.043 0.074
H 0.006 -0.120 -0.155
H 0.173 -0.227 0.086
H -0.071 -0.120 -0.112
H 0.084 0.062 -0.208
H 0.171 -0.017 0.000

Summary:
electronic energy	-2847.91122	Ha
frontier orbital gap	6.9430	eV
charge	-1
LUMO energy	0.080	Eh

=====

Entry 2:
DFT (ωB97M-V/def2-TZVPD) results for a structure of composition C17H41AgFNO4PSSi2 at a distorted geometry.

Geometry (Å):
C  -3.505  1.243  3.478
C  -3.082  2.428  2.416
C  -1.915  2.001  1.347
C  -0.481  1.560  2.043
C  0.695  2.703  1.943
C  2.214  2.116  2.323
C  2.685  1.030  1.142
C  3.160  -0.419  1.741
Si  2.719  -1.929  0.565
C  2.303  -1.237  -1.205
O  0.806  -1.270  -1.297
C  0.455  -0.118  -2.142
C  -1.205  0.052  -2.220
O  -1.486  0.521  -3.598
C  -2.466  1.657  -3.558
C  -1.720  3.118  -3.788
O  -2.767  4.151  -3.993
C  -3.302  4.610  -2.687
C  -4.738  3.889  -2.357
O  4.131  -2.974  0.594
Si  3.787  -4.593  0.006
S  2.146  -4.725  -1.402
C  3.655  -5.903  1.465
C  2.618  -7.130  1.137
F  3.343  -5.284  2.774
P  0.978  -2.915  1.545
N  1.388  -3.010  3.137
H  -4.428  0.669  2.987
H  -2.633  0.517  3.764
H  -3.907  1.766  4.460
H  -2.866  3.408  3.021
H  -4.061  2.651  1.772
H  -1.702  2.935  0.663
H  -2.336  1.146  0.654
H  -0.632  1.201  3.165
H  -0.108  0.605  1.440
H  0.430  3.527  2.750
H  0.667  3.229  0.891
H  2.923  3.071  2.251
H  2.177  1.642  3.393
H  3.658  1.522  0.660
H  1.782  0.987  0.393
H  2.677  -0.525  2.811
H  4.331  -0.395  1.916
H  2.700  -1.904  -2.083
H  2.724  -0.145  -1.393
H  0.842  0.924  -1.713
H  0.870  -0.210  -3.242
H  -1.759  -0.955  -1.984
H  -1.481  0.853  -1.404
H  -3.139  1.614  -2.600
H  -3.163  1.491  -4.495
H  -0.989  3.385  -2.891
H  -1.120  3.023  -4.810
H  -3.501  5.780  -2.787
H  -2.522  4.491  -1.798
H  -4.910  2.970  -3.084
H  -5.655  4.631  -2.494
H  -4.689  3.477  -1.241
H  4.996  -5.015  -0.747
H  2.686  -5.207  -2.606
H  4.732  -6.403  1.579
H  3.141  -8.085  0.647
H  1.662  -6.827  0.531
H  2.219  -7.520  2.193
H  -0.217  -2.067  1.514
H  0.727  -4.250  1.069
H  2.350  -2.629  3.290
Ag  -2.892  1.047  -5.851

Cartesian forces, eV/Å:
C -0.833 0.545 -0.258
C -0.851 -0.253 -0.257
C 0.136 0.609 0.496
C 0.264 -0.764 -0.623
C -0.361 0.027 1.210
C -0.839 0.659 -1.350
C 0.746 1.062 0.847
C 0.125 0.844 0.768
Si 2.456 1.262 0.084
C 0.432 -0.196 -1.442
O 1.243 2.851 -1.300
C -1.428 0.645 -0.326
C 1.699 -0.588 1.038
O -1.753 1.743 1.783
C 1.781 0.201 1.262
C -0.471 -0.283 -0.501
O 1.664 -1.277 2.095
C -1.010 1.259 0.503
C 0.122 -0.341 0.360
O -3.252 -1.102 -1.155
Si 1.793 0.518 0.903
S -0.133 -0.249 -0.831
C 0.139 -1.409 0.731
C -0.465 -0.731 1.342
F 0.456 -1.214 -2.514
P 0.108 -0.108 3.862
N 0.487 0.700 -1.851
H 2.203 0.914 1.261
H -1.750 1.387 -0.650
H 0.855 -1.226 -1.995
H 0.014 -1.874 -1.360
H 2.068 -0.316 1.380
H -0.417 -1.733 1.168
H 0.816 1.524 1.481
H 0.326 0.903 -2.415
H -0.673 1.843 1.302
H 0.554 -1.512 -1.724
H 0.223 -1.145 1.927
H -1.412 -2.238 0.561
H 0.241 0.970 -2.067
H -2.374 -1.110 0.540
H 1.952 -0.127 1.255
H 0.886 -0.051 -2.169
H -2.377 -0.131 -0.421
H -0.573 1.212 1.670
H -0.930 -2.177 0.575
H -0.511 -2.303 -0.678
H -0.776 -0.089 2.119
H 1.093 1.913 -0.623
H 0.269 -1.461 -1.788
H 1.155 0.084 -2.011
H -1.048 1.745 5.254
H -1.580 -0.671 -1.914
H -1.081 0.372 2.238
H 0.572 -2.590 0.048
H -1.551 -0.024 -2.026
H 0.352 1.963 1.500
H 2.105 -1.650 0.390
H -0.396 0.921 -2.408
H -0.224 0.115 0.044
H 0.023 0.547 1.501
H -2.235 1.276 -0.120
H -1.016 2.398 0.860
H 2.039 -0.486 1.039
H 0.945 0.906 -2.215
H 0.544 -1.009 -0.899
H -0.457 0.801 -0.387
H -1.021 -0.616 -0.123
Ag 0.912 -1.668 -4.992

Summary:
electronic energy	-2592.77654	Ha
frontier orbital gap	3.5963	eV
charge	+1
LUMO energy	-0.220	Eh